Computed, not measured: C32H58BBrI2N3O23 as an isolated structure at a distorted geometry, with ωB97M-V/def2-TZVPD.

CARTESIAN COORDINATES (ANGSTROEM)
C: 6.931 1.228 0.796
C: 6.112 0.530 0.018
C: 4.727 0.155 -0.719
N: 3.639 -0.268 -0.014
C: 2.462 -0.507 -0.920
C: 2.764 0.600 -2.064
N: 2.386 1.923 -1.477
C: 1.912 0.562 -3.464
I: 0.973 2.548 -3.803
C: 0.707 -0.519 -3.476
C: -0.560 -0.068 -2.553
I: -0.021 -0.587 -5.565
C: 4.328 0.235 -2.281
C: 5.223 1.113 -3.305
C: 5.560 2.608 -2.806
O: 6.726 2.811 -2.300
Br: 4.374 4.189 -2.933
B: 4.651 -1.307 -2.820
N: 5.870 -2.037 -2.271
O: 3.778 -1.984 -3.795
H: 7.631 1.876 1.460
H: 3.581 -0.420 1.020
H: 1.569 -0.221 -0.222
H: 2.173 -1.580 -1.218
H: 1.566 1.854 -0.848
H: 3.169 2.396 -0.997
H: 2.633 0.362 -4.335
H: 1.130 -1.562 -3.177
H: -1.294 0.550 -3.184
H: -0.184 0.610 -1.698
H: -1.073 -1.038 -2.165
H: 6.219 0.536 -3.503
H: 4.675 1.188 -4.320
H: 5.469 -2.878 -1.797
H: 6.399 -2.381 -3.097
H: 3.924 -1.593 -4.703
C: 4.197 1.182 3.213
O: 3.867 1.019 4.588
C: 4.935 0.990 5.412
O: 6.092 1.089 5.074
O: 4.489 0.833 6.672
C: 5.522 0.785 7.657
H: 3.266 1.191 2.643
H: 4.711 2.134 3.050
H: 4.810 0.347 2.862
H: 6.086 1.721 7.669
H: 6.185 -0.065 7.480
H: 5.049 0.656 8.632
C: -3.812 -1.702 -5.680
O: -5.049 -1.086 -5.323
C: -5.116 -0.691 -4.038
O: -4.241 -0.818 -3.209
O: -6.322 -0.132 -3.836
C: -6.536 0.337 -2.505
H: -3.869 -1.982 -6.734
H: -2.982 -1.003 -5.554
H: -3.649 -2.609 -5.091
H: -5.814 1.117 -2.250
H: -6.482 -0.489 -1.792
H: -7.538 0.767 -2.456
C: 5.552 5.596 0.975
O: 5.337 5.394 2.370
C: 5.119 6.528 3.068
O: 5.095 7.647 2.612
O: 4.934 6.194 4.359
C: 4.690 7.304 5.222
H: 5.715 4.620 0.515
H: 4.673 6.053 0.512
H: 6.440 6.210 0.806
H: 3.777 7.828 4.928
H: 5.544 7.986 5.223
H: 4.556 6.919 6.234
C: -10.627 -1.338 -3.831
O: -11.862 -0.722 -3.470
C: -11.927 -0.327 -2.184
O: -11.053 -0.454 -1.356
O: -13.134 0.233 -1.980
C: -13.346 0.701 -0.649
H: -10.685 -1.615 -4.885
H: -9.796 -0.639 -3.703
H: -10.464 -2.246 -3.245
H: -12.623 1.480 -0.395
H: -13.290 -0.126 0.064
H: -14.348 1.131 -0.601
C: -2.020 -7.208 -3.706
O: -1.497 -6.036 -4.332
C: -0.172 -5.869 -4.174
O: 0.571 -6.607 -3.569
O: 0.185 -4.734 -4.808
C: 1.574 -4.427 -4.724
H: -3.094 -7.239 -3.899
H: -1.566 -8.107 -4.132
H: -1.864 -7.170 -2.625
H: 2.173 -5.214 -5.190
H: 1.873 -4.279 -3.682
H: 1.746 -3.495 -5.267
C: 2.199 2.200 6.816
O: 0.976 2.832 7.189
C: 0.925 3.219 8.479
O: 1.802 3.074 9.299
O: -0.273 3.796 8.694
C: -0.468 4.259 10.030
H: 2.130 1.931 5.762
H: 3.041 2.885 6.943
H: 2.353 1.287 7.395
H: 0.268 5.025 10.284
H: -0.420 3.427 10.737
H: -1.463 4.704 10.088
C: -2.969 -2.793 -1.256
O: -3.701 -3.254 -0.122
C: -3.764 -4.596 -0.014
O: -3.267 -5.394 -0.776
O: -4.477 -4.893 1.088
C: -4.628 -6.291 1.330
H: -2.982 -1.702 -1.243
H: -1.928 -3.126 -1.204
H: -3.438 -3.132 -2.182
H: -3.654 -6.762 1.485
H: -5.163 -6.769 0.507
H: -5.217 -6.411 2.241

Computed properties:
Strongest force on any atom (eV Å⁻¹): 6.9
LUMO (Ha): -0.1867
E (eV): -172595.4902
Net charge: +1
Kohn-Sham gap (eV): 5.854

=====

Computed, not measured: CF3KLiO4P as an isolated structure at a distorted geometry, with ωB97M-V/def2-TZVPD.

CARTESIAN COORDINATES (ANGSTROEM)
P: -1.166 -0.499 0.626
F: -1.000 -1.446 1.957
F: -2.428 0.172 1.333
F: -1.438 0.784 -0.638
O: -1.202 -1.576 -0.428
Li: 2.974 1.020 -1.195
K: -0.560 -0.656 -2.495
O: 0.217 0.288 1.041
O: 2.161 1.254 0.616
O: 1.205 0.098 -0.995
C: 1.236 0.562 0.178

Computed properties:
Strongest force on any atom (eV Å⁻¹): 1.6
LUMO (Ha): -0.0444
E (eV): -43205.8546
Kohn-Sham gap (eV): 8.579

=====

Computed, not measured: C35H55ClMnN7O4 as an isolated structure at a distorted geometry, with ωB97M-V/def2-TZVPD.

CARTESIAN COORDINATES (ANGSTROEM)
Mn: 0.298 1.208 -1.807
C: 4.001 1.917 -1.824
C: 3.549 0.534 -2.244
N: 2.215 0.492 -2.876
C: 2.236 0.878 -4.299
C: 1.767 2.298 -4.513
N: 0.427 2.439 -3.949
C: -0.182 3.742 -4.296
C: -0.131 4.774 -3.183
C: -1.164 4.489 -2.105
N: -0.839 3.331 -1.265
C: -0.241 3.653 0.025
C: 1.262 3.787 -0.089
N: 1.811 2.745 -0.977
C: 3.224 2.485 -0.655
H: 3.974 2.616 -2.665
H: 5.052 1.849 -1.535
H: 3.518 -0.096 -1.357
H: 4.290 0.095 -2.921
H: 1.907 -0.476 -2.842
H: 1.553 0.213 -4.833
H: 3.230 0.736 -4.737
H: 1.784 2.520 -5.587
H: 2.432 3.025 -4.037
H: -0.150 1.703 -4.348
H: -1.228 3.568 -4.557
H: 0.299 4.136 -5.198
H: -0.343 5.755 -3.614
H: 0.879 4.844 -2.765
H: -2.110 4.271 -2.607
H: -1.337 5.377 -1.485
H: -1.682 2.807 -1.064
H: -0.486 2.822 0.687
H: -0.669 4.562 0.470
H: 1.705 3.660 0.902
H: 1.559 4.785 -0.429
H: 1.762 3.096 -1.930
H: 3.259 1.787 0.188
H: 3.705 3.412 -0.324
C: -5.103 -0.151 2.479
O: -5.147 -1.036 1.367
C: -4.222 -0.913 0.398
C: -4.409 -1.803 -0.689
C: -3.564 -1.725 -1.745
C: -2.481 -0.800 -1.802
C: -1.656 -0.729 -2.959
C: -1.909 -1.547 -4.200
O: -0.659 0.030 -3.066
C: -2.271 0.068 -0.680
O: -1.316 0.928 -0.614
C: -3.177 -0.013 0.413
H: -5.959 -0.404 3.098
H: -5.182 0.887 2.152
H: -4.187 -0.292 3.050
H: -5.229 -2.503 -0.660
H: -3.735 -2.400 -2.568
H: -2.769 -2.203 -4.169
H: -1.017 -2.141 -4.403
H: -2.030 -0.854 -5.034
H: -3.010 0.669 1.233
C: 0.620 0.222 5.778
C: 0.026 -0.790 4.789
C: -0.910 -0.015 3.859
C: -0.812 -1.796 5.587
C: 1.168 -1.535 4.024
O: 2.141 -1.980 4.979
C: 0.760 -2.794 3.235
C: -0.332 -2.737 2.159
C: -0.179 -3.789 1.080
C: -0.697 -3.539 -0.187
C: -0.580 -4.464 -1.211
C: 0.066 -5.665 -0.965
Cl: 0.232 -6.827 -2.248
C: 0.581 -5.947 0.287
C: 0.454 -5.006 1.302
C: 2.031 -0.575 3.166
N: 1.780 -0.603 1.728
C: 1.103 0.249 0.961
N: 1.120 -0.158 -0.298
C: 1.820 -1.320 -0.228
N: 2.252 -1.619 0.972
H: -0.174 0.589 6.430
H: 1.039 1.096 5.275
H: 1.399 -0.215 6.399
H: -1.599 0.576 4.467
H: -1.503 -0.658 3.216
H: -0.371 0.693 3.230
H: -1.606 -1.272 6.120
H: -0.223 -2.317 6.346
H: -1.283 -2.543 4.948
H: 1.720 -2.603 5.583
H: 0.489 -3.541 3.985
H: 1.681 -3.161 2.777
H: -0.364 -1.766 1.663
H: -1.318 -2.855 2.619
H: -1.201 -2.598 -0.379
H: -0.987 -4.262 -2.193
H: 1.078 -6.890 0.466
H: 0.867 -5.239 2.274
H: 3.067 -0.875 3.305
H: 1.930 0.459 3.487
H: 0.609 1.128 1.330
H: 2.001 -1.967 -1.072

Computed properties:
Strongest force on any atom (eV Å⁻¹): 1.4
Expectation value of S²: 1.072
LUMO (alpha / beta) (Ha): -0.0725 / -0.0759
Multiplicity: 2
E (eV): -99647.0019
Net charge: +1
Kohn-Sham gap (alpha / beta) (eV): 8.174 / 7.885

=====

Computed, not measured: C40H34CdF2N4O3P as an isolated structure, with ωB97M-V/def2-TZVPD.

CARTESIAN COORDINATES (ANGSTROEM)
Cd: 0.444 0.342 -0.067
O: -2.572 3.864 -1.515
C: -3.494 3.720 -0.549
C: -4.608 4.563 -0.572
C: -5.564 4.487 0.426
C: -5.436 3.559 1.459
C: -4.355 2.694 1.457
C: -3.380 2.753 0.464
C: -2.261 1.765 0.408
O: -1.227 2.069 -0.250
N: -2.524 0.611 1.044
N: -1.584 -0.317 0.778
C: -1.751 -1.501 1.210
C: -0.816 -2.553 0.771
C: -1.107 -3.893 0.998
C: -0.284 -4.865 0.455
C: 0.824 -4.480 -0.284
C: 1.072 -3.123 -0.419
N: 0.282 -2.187 0.092
H: -1.828 3.261 -1.276
H: -4.686 5.282 -1.380
H: -6.415 5.160 0.402
H: -6.174 3.515 2.251
H: -4.245 1.943 2.231
H: -2.600 -1.768 1.835
H: -1.985 -4.161 1.575
H: -0.508 -5.914 0.600
H: 1.481 -5.208 -0.741
H: 1.950 -2.766 -0.950
C: -4.216 -0.675 -1.696
C: -3.036 -1.299 -2.399
O: -1.895 -1.097 -2.066
C: -3.302 -2.204 -3.585
C: -2.229 -2.517 -4.417
C: -2.415 -3.313 -5.536
C: -3.679 -3.815 -5.829
C: -4.749 -3.523 -4.995
C: -4.562 -2.714 -3.879
H: -3.873 0.033 -0.945
H: -4.798 -1.453 -1.191
H: -4.866 -0.175 -2.418
H: -1.256 -2.113 -4.161
H: -1.576 -3.542 -6.183
H: -3.830 -4.431 -6.709
H: -5.734 -3.920 -5.215
H: -5.405 -2.494 -3.235
N: 1.039 1.051 1.879
P: 1.535 0.238 3.072
C: 2.676 -1.162 2.698
C: 3.873 -0.776 2.076
C: 4.742 -1.720 1.547
C: 4.424 -3.073 1.617
C: 3.233 -3.467 2.209
C: 2.359 -2.517 2.735
C: 0.278 -0.475 4.223
C: -1.007 0.044 4.084
C: -2.054 -0.431 4.867
C: -1.823 -1.437 5.799
C: -0.538 -1.943 5.964
C: 0.507 -1.458 5.185
C: 2.510 1.243 4.263
C: 3.516 0.759 5.093
C: 4.201 1.616 5.948
C: 3.879 2.966 5.984
C: 2.879 3.462 5.152
C: 2.203 2.606 4.290
H: 4.102 0.280 1.998
H: 5.660 -1.401 1.064
H: 5.096 -3.815 1.199
H: 2.970 -4.519 2.255
H: 1.420 -2.846 3.160
H: -1.179 0.805 3.331
H: -3.052 -0.027 4.739
H: -2.640 -1.826 6.398
H: -0.351 -2.716 6.702
H: 1.509 -1.840 5.345
H: 3.775 -0.296 5.069
H: 4.993 1.231 6.581
H: 4.412 3.632 6.654
H: 2.636 4.519 5.167
H: 1.448 2.970 3.601
F: 2.648 1.602 -1.668
C: 1.759 0.524 -1.824
F: 1.045 0.838 -3.005
H: 2.412 -0.296 -2.142

Computed properties:
Strongest force on any atom (eV Å⁻¹): 0.8
LUMO (Ha): 0.0873
E (eV): -73424.4289
Net charge: -1
Kohn-Sham gap (eV): 7.044

=====

Computed, not measured: C6H10O as an isolated structure, with ωB97M-V/def2-TZVPD.

CARTESIAN COORDINATES (ANGSTROEM)
C: 1.782 -0.676 0.021
C: 0.560 0.122 0.450
C: 0.288 1.421 -0.387
C: -1.238 1.642 -0.555
C: -1.576 0.511 -0.020
C: -0.782 -0.681 0.379
O: -0.829 -1.743 -0.547
H: 1.687 -1.028 -1.012
H: 2.680 -0.052 0.079
H: 1.935 -1.555 0.656
H: 0.677 0.425 1.498
H: 0.715 1.338 -1.396
H: 0.765 2.293 0.073
H: -3.010 -0.034 -0.430
H: -3.076 0.289 0.287
H: -1.044 -1.129 1.341
H: -0.678 -1.368 -1.426

Computed properties:
Strongest force on any atom (eV Å⁻¹): 0.5
LUMO (Ha): 0.0228
E (eV): -8425.7436
Kohn-Sham gap (eV): 9.246

=====

Computed, not measured: a 2-piece molecular cluster, C3H9NS2 overall at a distorted geometry, with ωB97M-V/def2-TZVPD.

CARTESIAN COORDINATES (ANGSTROEM)
C: -1.412 -1.574 -0.528
N: -1.003 -0.426 -0.203
C: -1.966 0.610 0.019
H: -0.628 -2.263 -0.829
H: -2.455 -1.873 -0.391
H: -2.742 0.305 0.747
H: -2.619 0.751 -0.851
H: -1.558 1.594 0.228
C: 1.759 1.200 0.775
S: 3.050 0.611 -0.270
S: 2.306 -1.089 -1.191
H: 1.691 0.739 1.757
H: 0.838 1.235 0.208
H: 1.878 2.266 1.024
H: 2.861 -2.086 -0.495

Computed properties:
Strongest force on any atom (eV Å⁻¹): 2.0
LUMO (Ha): 0.0250
E (eV): -26416.0972
Kohn-Sham gap (eV): 9.510

=====

Computed, not measured: a 2-piece molecular cluster, C3H7NO2 overall at a distorted geometry, with ωB97M-V/def2-TZVPD.

CARTESIAN COORDINATES (ANGSTROEM)
C: -0.789 -1.855 2.260
C: -0.464 -0.860 1.423
O: 0.008 0.370 1.696
H: -0.432 -2.877 2.156
H: -1.351 -1.716 3.169
H: -0.331 -1.166 0.388
H: 0.277 0.504 2.608
N: 0.346 1.291 -0.853
C: 0.067 0.745 -2.046
O: 0.813 0.167 -2.803
H: 1.270 1.203 -0.459
H: -0.258 1.988 -0.466
H: -0.985 0.941 -2.328

Computed properties:
Strongest force on any atom (eV Å⁻¹): 2.6
LUMO (Ha): 0.0181
E (eV): -8807.8729
Kohn-Sham gap (eV): 9.316

=====

Computed, not measured: C21H21ClNO5S5Ti as an isolated structure, with ωB97M-V/def2-TZVPD.

CARTESIAN COORDINATES (ANGSTROEM)
Ti: 0.781 -0.525 -0.029
S: 0.692 2.476 1.276
C: 0.893 2.021 2.966
C: 0.790 3.137 3.811
C: 0.775 3.013 5.184
C: 0.913 1.759 5.775
C: 1.060 0.657 4.957
C: 1.029 0.760 3.568
S: 1.255 -0.770 2.684
C: -0.397 -1.531 2.765
C: -1.431 -0.642 2.181
C: -2.549 -0.340 2.912
C: -3.556 0.488 2.396
C: -3.324 0.947 1.094
C: -2.168 0.651 0.420
C: -1.983 1.291 -0.924
S: -0.697 0.553 -1.936
C: -1.489 -0.836 -2.711
C: -2.277 -0.567 -3.828
C: -2.924 -1.578 -4.510
C: -2.755 -2.889 -4.065
C: -1.961 -3.161 -2.975
C: -1.298 -2.151 -2.253
S: -0.324 -2.637 -0.893
N: -1.140 -0.122 0.928
H: 0.726 4.120 3.358
H: 0.685 3.902 5.797
H: 0.933 1.649 6.850
H: 1.200 -0.324 5.394
H: -0.660 -1.823 3.783
H: -0.272 -2.447 2.173
H: -2.637 -0.774 3.900
H: -4.450 0.732 2.949
H: -4.059 1.564 0.588
H: -1.664 2.333 -0.808
H: -2.922 1.296 -1.481
H: -2.373 0.462 -4.155
H: -3.538 -1.355 -5.373
H: -3.246 -3.705 -4.581
H: -1.831 -4.183 -2.644
C: 2.161 1.318 -4.010
S: 2.966 0.480 -2.634
C: 4.002 -0.623 -3.597
O: 1.912 -0.426 -2.091
H: 2.919 1.815 -4.616
H: 1.473 2.050 -3.596
H: 1.606 0.587 -4.596
H: 4.688 -0.051 -4.221
H: 3.350 -1.253 -4.202
H: 4.546 -1.224 -2.874
O: 4.612 -1.160 -0.718
Cl: 3.781 -0.963 0.476
O: 2.490 -1.772 0.195
O: 4.390 -1.599 1.631
O: 1.297 1.374 0.310

Computed properties:
Strongest force on any atom (eV Å⁻¹): 0.7
Expectation value of S²: 2.022
LUMO (alpha / beta) (Ha): 0.0841 / 0.0840
Multiplicity: 3
E (eV): -123657.3909
Net charge: -1
Kohn-Sham gap (alpha / beta) (eV): 4.189 / 6.722

=====

Computed, not measured: a 3-piece molecular cluster, C17H42ClN5O4P3 overall at a distorted geometry, with ωB97M-V/def2-TZVPD.

CARTESIAN COORDINATES (ANGSTROEM)
C: -1.813 -0.078 2.056
C: -1.680 -1.622 2.455
N: -0.308 -2.099 2.791
C: 0.745 -1.495 2.011
C: 0.854 -1.465 0.461
P: -0.264 -2.189 -0.887
O: -0.875 -3.643 -0.184
Cl: -1.965 -0.990 -1.233
N: 2.118 -0.701 0.322
C: 2.659 -0.330 1.595
N: 1.827 -0.811 2.702
P: 2.114 -0.596 4.454
P: 1.807 1.504 5.011
O: 0.334 1.943 4.903
O: 2.186 1.649 6.689
O: 2.815 2.583 4.158
H: -1.684 0.623 2.967
H: -2.915 0.074 1.735
H: -1.189 0.250 1.160
H: -2.321 -1.767 3.406
H: -2.214 -2.254 1.647
H: -0.115 -2.125 3.799
H: -0.149 -4.075 0.327
H: 2.468 -0.510 -0.627
H: 3.620 0.241 1.792
H: 3.495 -0.939 4.737
H: 2.909 1.025 6.933
H: 3.503 2.888 4.804
C: -3.320 -4.061 -2.479
C: -2.381 -4.896 -3.341
N: -2.834 -6.266 -3.562
C: -1.813 -7.113 -4.176
C: -1.363 -6.770 -5.596
C: -4.179 -6.418 -4.108
C: -4.474 -5.768 -5.460
H: -3.481 -4.527 -1.503
H: -2.885 -3.072 -2.311
H: -4.291 -3.908 -2.958
H: -1.415 -4.925 -2.826
H: -2.215 -4.367 -4.289
H: -2.153 -8.154 -4.157
H: -0.928 -7.098 -3.530
H: -2.103 -7.075 -6.338
H: -0.442 -7.311 -5.831
H: -1.156 -5.706 -5.725
H: -4.894 -6.024 -3.379
H: -4.426 -7.484 -4.171
H: -4.052 -4.764 -5.545
H: -5.556 -5.678 -5.596
H: -4.102 -6.373 -6.287
C: 0.364 7.993 1.846
C: 1.347 7.541 0.772
N: 2.650 7.132 1.288
C: 3.647 6.940 0.236
C: 3.415 5.811 -0.768
C: 2.637 6.108 2.326
C: 1.997 4.761 1.987
H: 0.773 8.821 2.432
H: -0.561 8.337 1.378
H: 0.098 7.181 2.527
H: 1.489 8.387 0.092
H: 0.876 6.743 0.183
H: 4.632 6.804 0.697
H: 3.730 7.878 -0.325
H: 3.641 4.835 -0.336
H: 4.082 5.938 -1.625
H: 2.393 5.795 -1.152
H: 2.126 6.513 3.205
H: 3.662 5.931 2.673
H: 1.063 4.867 1.431
H: 1.767 4.221 2.908
H: 2.675 4.128 1.411

Computed properties:
Strongest force on any atom (eV Å⁻¹): 6.6
LUMO (Ha): -0.1605
E (eV): -74331.6298
Net charge: +1
Kohn-Sham gap (eV): 5.230